(P)
{
  "formula": "C35H36ClIrN4O2PS",
  "method": "ωB97M-V with the def2-TZVPD basis set",
  "symbols": ["Ir", "C", "C", "C", "C", "C", "C", "C", "P", "C", "C", "C", "C", "C", "C", "C", "C", "C", "C", "C", "C", "C", "C", "H", "H", "H", "H", "H", "H", "H", "H", "H", "H", "H", "H", "H", "H", "H", "H", "H", "H", "H", "H", "O", "C", "O", "C", "C", "C", "C", "C", "N", "H", "H", "H", "H", "C", "N", "C", "S", "N", "C", "H", "H", "H", "H", "H", "H", "H", "H", "Cl", "C", "C", "C", "C", "N", "C", "H", "H", "H", "H"],
  "coordinates": [[0.07122, 0.27974, -0.89728], [-1.11776, 2.84892, 2.11319], [-1.34282, 1.72278, 3.07345], [-2.03908, 2.01792, 4.24403], [-2.20031, 1.09013, 5.25647], [-1.64515, -0.16798, 5.10358], [-0.98571, -0.48800, 3.92913], [-0.83744, 0.42949, 2.87908], [0.12260, -0.18293, 1.40093], [-0.21010, -1.97555, 1.59324], [-1.57314, -2.25397, 1.44037], [-2.06755, -3.54034, 1.53139], [-1.18419, -4.58116, 1.77418], [0.16765, -4.31595, 1.90498], [0.68897, -3.02416, 1.81622], [2.18156, -2.85872, 1.90727], [1.83056, 0.25810, 1.79445], [2.31254, 0.45014, 3.09038], [3.65765, 0.69344, 3.29398], [4.51821, 0.73242, 2.19961], [4.03045, 0.56697, 0.91502], [2.67158, 0.34556, 0.68498], [2.12793, 0.23467, -0.72281], [-1.82096, 3.66080, 2.29466], [-1.21973, 2.52837, 1.08051], [-0.11523, 3.25757, 2.25100], [-2.44529, 3.01493, 4.36348], [-2.74145, 1.35155, 6.15600], [-1.73267, -0.91194, 5.88395], [-0.58540, -1.48649, 3.84241], [-2.26574, -1.43634, 1.26241], [-3.12681, -3.72700, 1.41480], [-1.54437, -5.59840, 1.85283], [0.85466, -5.13634, 2.07369], [2.65588, -3.83393, 2.00595], [2.48286, -2.25230, 2.76034], [2.58083, -2.37617, 1.01385], [1.63171, 0.40079, 3.93176], [4.03948, 0.84954, 4.29394], [5.57468, 0.91170, 2.35319], [4.70738, 0.62736, 0.07007], [2.57453, -0.63273, -1.21756], [2.53266, 1.09352, -1.27403], [-0.01040, 1.91276, -4.63688], [0.07405, 1.63782, -3.45919], [0.10265, 0.44527, -2.96065], [0.24304, 2.73355, -2.42923], [0.39759, 4.04860, -2.81650], [0.75837, 4.99212, -1.86761], [1.01470, 4.56331, -0.57531], [0.82461, 3.23041, -0.25939], [0.37365, 2.34050, -1.14667], [0.26789, 4.28332, -3.86356], [0.88388, 6.03097, -2.14116], [1.36907, 5.24161, 0.18792], [1.06573, 2.83902, 0.71501], [2.60955, -1.98228, -4.39878], [1.82408, -2.22575, -3.19209], [0.51702, -2.13146, -2.99354], [-0.03403, -2.09382, -1.31456], [-0.38993, -2.13013, -3.94996], [-0.24253, -2.20219, -5.39888], [3.59234, -1.64049, -4.08342], [2.15727, -1.19358, -4.99304], [2.73371, -2.88260, -4.99868], [2.33546, -2.36285, -2.33537], [-1.29530, -1.83067, -3.62407], [0.58151, -2.85167, -5.67026], [-0.10245, -1.20903, -5.82693], [-1.15455, -2.63614, -5.80151], [-5.26451, -1.84635, -1.87600], [-4.33546, -0.45132, -1.47005], [-4.94782, 0.75094, -1.16909], [-4.13197, 1.82658, -0.86306], [-2.76094, 1.65368, -0.85780], [-2.17208, 0.48149, -1.12285], [-2.95495, -0.55189, -1.43795], [-6.02536, 0.83917, -1.18273], [-4.55169, 2.79623, -0.63631], [-2.10218, 2.48660, -0.66265], [-2.46479, -1.49774, -1.62624]],
  "homo_energy_ha": -0.39698,
  "total_charge": 1
}



(Q)
{
  "formula": "C35H36ClIrN4O2PS",
  "method": "ωB97M-V with the def2-TZVPD basis set",
  "symbols": ["Ir", "C", "C", "C", "C", "C", "C", "C", "P", "C", "C", "C", "C", "C", "C", "C", "C", "C", "C", "C", "C", "C", "C", "H", "H", "H", "H", "H", "H", "H", "H", "H", "H", "H", "H", "H", "H", "H", "H", "H", "H", "H", "H", "O", "C", "O", "C", "C", "C", "C", "C", "N", "H", "H", "H", "H", "C", "N", "C", "S", "N", "C", "H", "H", "H", "H", "H", "H", "H", "H", "Cl", "C", "C", "C", "C", "N", "C", "H", "H", "H", "H"],
  "coordinates": [[-0.08440, 1.07574, -1.76654], [-2.75997, 1.40166, 0.81226], [-1.93861, 1.09636, 2.02487], [-2.56796, 0.95932, 3.26120], [-1.85138, 0.73764, 4.42696], [-0.46880, 0.64494, 4.37937], [0.17523, 0.76520, 3.15877], [-0.54307, 0.97676, 1.97970], [0.41219, 1.35514, 0.47491], [2.11904, 0.76511, 0.79156], [3.13738, 1.72120, 0.80876], [4.46572, 1.35223, 0.94127], [4.79371, 0.01054, 1.05011], [3.78981, -0.94381, 1.03934], [2.44660, -0.59547, 0.92000], [1.41289, -1.68438, 0.96921], [0.49063, 3.17979, 0.49690], [0.19442, 3.97651, 1.58943], [0.09416, 5.35412, 1.42341], [0.27848, 5.91020, 0.16747], [0.59340, 5.11284, -0.92989], [0.72205, 3.74323, -0.77412], [1.09192, 2.79039, -1.88180], [-3.80978, 1.50796, 1.07876], [-2.67907, 0.60523, 0.07747], [-2.43633, 2.33115, 0.33615], [-3.64599, 1.05198, 3.30372], [-2.37419, 0.65828, 5.37188], [0.10850, 0.49845, 5.28285], [1.25600, 0.72447, 3.13054], [2.89229, 2.77259, 0.73226], [5.23576, 2.11153, 0.95869], [5.82723, -0.29459, 1.14689], [4.04675, -1.99234, 1.13464], [1.81943, -2.62238, 0.58790], [0.50231, -1.46038, 0.41092], [1.09112, -1.86100, 1.99810], [0.00724, 3.52964, 2.55837], [-0.15068, 5.98452, 2.26722], [0.17429, 6.97926, 0.03426], [0.74434, 5.56519, -1.90215], [2.11709, 2.43818, -1.68691], [1.09450, 3.24444, -2.87292], [-3.52709, -0.79746, -2.81017], [-2.41470, -0.53148, -2.44297], [-2.03507, 0.65929, -2.02493], [-1.28574, -1.50594, -2.43082], [-1.37005, -2.81606, -2.84761], [-0.23512, -3.60360, -2.76015], [0.93144, -3.05305, -2.25123], [0.94334, -1.72486, -1.86740], [-0.15354, -0.97370, -1.97113], [-2.32066, -3.18045, -3.21119], [-0.25840, -4.63763, -3.07613], [1.83573, -3.63768, -2.15866], [1.82861, -1.23371, -1.48211], [-1.41701, -3.03461, 4.48580], [-1.61918, -2.58951, 3.11606], [-1.62283, -3.26772, 1.95923], [-1.95331, -2.44482, 0.51459], [-1.36614, -4.58758, 1.89399], [-1.11753, -5.58328, 2.92571], [-1.27138, -2.14402, 5.09127], [-0.52548, -3.64669, 4.58744], [-2.27872, -3.57404, 4.88041], [-1.88083, -1.62203, 2.99345], [-1.39060, -4.91674, 0.94387], [-1.85005, -5.53147, 3.72615], [-0.11340, -5.50921, 3.34391], [-1.21591, -6.56075, 2.46009], [-2.47310, 1.62972, -6.98212], [-1.07149, 1.24377, -6.06649], [0.11824, 0.90958, -6.68939], [1.21406, 0.61889, -5.89336], [1.08189, 0.67101, -4.52071], [-0.07782, 0.98268, -3.92642], [-1.13970, 1.27605, -4.68248], [0.18055, 0.88561, -7.76840], [2.16646, 0.35868, -6.33168], [1.91574, 0.45681, -3.86584], [-2.05542, 1.53854, -4.17241]],
  "homo_energy_ha": -0.37928,
  "total_charge": 1
}



Which is the most stable structure? (P) is the most stable.



(P)
{
  "formula": "CHFIPS",
  "method": "ωB97M-V with the def2-TZVPD basis set",
  "symbols": ["C", "F", "P", "S", "I", "H"],
  "coordinates": [[-0.01412, -0.85704, 0.12942], [-0.19275, -0.76700, 1.43186], [0.00073, 0.47859, -0.97445], [0.11155, -2.27282, -0.66776], [-2.02170, 1.74121, -0.30541], [2.11628, 1.67707, 0.38634]],
  "homo_energy_ha": [-0.31579, -0.36141],
  "total_charge": 0
}



(Q)
{
  "formula": "CHFIPS",
  "method": "ωB97M-V with the def2-TZVPD basis set",
  "symbols": ["C", "F", "P", "S", "I", "H"],
  "coordinates": [[-0.11305, -2.70316, 0.06000], [-0.83684, -3.52525, 0.77118], [-1.30499, -1.42024, -1.31984], [1.48262, -2.70503, -0.04020], [-2.64381, 0.03132, 0.13367], [-0.35033, -0.61326, -1.20720]],
  "homo_energy_ha": -0.33511,
  "total_charge": 0
}



Which is the most stable structure? (Q) is the most stable.



(P)
{
  "formula": "H2INS",
  "method": "ωB97M-V with the def2-TZVPD basis set",
  "symbols": ["N", "S", "I", "H", "H"],
  "coordinates": [[0.64433, 0.96197, 0.71702], [-0.19357, 0.61319, -0.48311], [-2.31744, -0.67868, -0.12915], [1.06844, 0.23783, 1.38725], [0.79824, -1.13431, -1.49201]],
  "homo_energy_ha": [-0.33219, -0.35688],
  "total_charge": 0
}



(Q)
{
  "formula": "H2INS",
  "method": "ωB97M-V with the def2-TZVPD basis set",
  "symbols": ["N", "S", "I", "H", "H"],
  "coordinates": [[0.34288, 0.62803, -0.04798], [0.97303, -0.79592, -0.08064], [-2.53678, 0.03193, -0.03528], [0.50576, 0.97095, -1.07979], [0.71510, -0.83498, 1.24369]],
  "homo_energy_ha": [-0.35194, -0.32231],
  "total_charge": 0
}



Which is the most stable structure? (Q) is the most stable.



(P)
{
  "formula": "C5H10O3S",
  "method": "ωB97M-V with the def2-TZVPD basis set",
  "symbols": ["C", "C", "C", "C", "C", "O", "O", "O", "S", "H", "H", "H", "H", "H", "H", "H", "H", "H", "H"],
  "coordinates": [[-0.85920, -1.18567, 0.12603], [-1.18064, 0.66683, -1.45367], [-2.47531, 0.60852, 0.79541], [2.89432, -1.17857, -0.05261], [-1.51941, 0.06819, -0.29292], [0.05306, -1.64607, -0.55374], [2.66155, 1.28412, -0.40154], [1.00425, 0.30204, 1.11576], [1.59755, 0.06002, -0.19610], [-0.98976, -1.50990, 1.16006], [-0.65165, 0.23525, -2.27951], [2.74038, 1.46262, 0.54373], [-1.49825, 1.69521, -1.64681], [-3.30664, -0.12804, 0.86996], [-2.98122, 1.50785, 0.46470], [-2.11878, 0.76172, 1.81196], [2.81876, -1.21747, 1.08097], [2.71940, -2.18533, -0.42814], [3.93394, -0.84931, -0.34437]],
  "homo_energy_ha": -0.33380,
  "total_charge": 0
}



(Q)
{
  "formula": "C5H10O3S",
  "method": "ωB97M-V with the def2-TZVPD basis set",
  "symbols": ["C", "C", "C", "C", "C", "O", "O", "O", "S", "H", "H", "H", "H", "H", "H", "H", "H", "H", "H"],
  "coordinates": [[-2.04592, -1.19507, 0.20935], [0.40055, 1.38028, -1.10929], [0.95397, 1.31354, 0.35651], [-1.10631, -2.26864, 0.14362], [2.13190, 0.30313, 0.32193], [-2.44666, 1.38772, 0.45157], [-0.71883, 0.49306, -1.26191], [-0.12639, 0.92350, 1.17791], [-1.46938, 0.36934, 0.16087], [-2.78291, -1.17410, 0.98279], [0.13783, 2.46363, -1.52446], [1.18123, 1.05451, -1.68465], [1.27815, 2.42629, 0.60279], [-0.03075, -1.85554, -0.06497], [-1.03620, -2.93392, 1.06614], [-1.30774, -3.01863, -0.71504], [2.86432, 0.73248, -0.40528], [1.75479, -0.57509, -0.16233], [2.36837, 0.17350, 1.45445]],
  "homo_energy_ha": -0.30687,
  "total_charge": 0
}



Which is the most stable structure? (P) is the most stable.